# 1
2 unconnected molecules or ions with the total composition C24H34NO7, computed with ωB97M-V/def2-TZVPD.

Structure (XYZ):
```
66
Properties=species:S:1:pos:R:3:forces:R:3
C -3.044949 2.917693 -1.134469 -0.1415 -0.2243 -0.1200
C -3.192040 1.403535 -1.140266 0.0403 0.1796 -0.0131
O -2.759146 0.923933 -2.392382 0.0400 0.1004 -0.0982
C -3.308107 -0.324147 -2.809546 0.0254 -0.0346 -0.2387
C -3.093162 -1.443869 -1.826524 0.0913 -0.0556 -0.0305
C -4.095242 -1.754417 -0.920455 -0.0591 -0.2380 0.0314
C -3.977455 -2.816052 -0.034938 -0.0979 0.2256 -0.0524
C -2.825809 -3.576853 -0.019589 -0.1075 -0.0003 0.0299
C -1.785556 -3.243662 -0.870626 -0.0527 -0.0057 -0.1236
C -1.913880 -2.189618 -1.783974 0.1442 -0.0710 0.1607
C -0.733676 -1.900471 -2.650461 0.0371 0.1002 0.0407
O -0.773402 -1.365554 -3.734154 -0.0092 0.1071 0.0635
C 0.612693 -2.290752 -2.093699 0.2087 -0.2110 0.2172
C 1.797093 -1.486168 -2.547487 -0.1415 0.1092 0.2634
C 2.202288 -0.454581 -1.468868 0.0875 -0.1445 -0.0198
C 3.308595 -0.920203 -0.510750 0.0574 0.0747 -0.1100
C 4.160514 0.241909 0.034886 -0.1565 -0.0932 0.2721
C 4.521117 0.143571 1.534973 0.0268 0.1673 -0.0962
C 4.037994 1.352277 2.338680 -0.2338 0.0178 -0.1016
C 2.521048 1.338179 2.578809 0.1291 0.2083 -0.2104
C 2.097644 2.111228 3.823218 0.0332 -0.1525 0.1024
C 0.587873 2.079106 4.072856 -0.0752 0.0548 -0.1545
C -0.223614 3.161377 3.337264 0.0452 -0.0668 0.0146
O 0.354012 3.569413 2.110701 0.0294 -0.0655 -0.0627
C 1.101436 4.765494 2.132017 0.0030 -0.0800 0.0278
C 0.701200 -3.308505 -1.232400 -0.1443 0.1415 -0.2524
C -0.518037 -4.023658 -0.790067 -0.0174 0.1026 -0.0117
O -0.470054 -5.151067 -0.345348 0.0926 0.0060 0.2003
H -2.098713 3.191089 -1.598932 0.0839 0.0391 0.1193
H -3.084553 3.296559 -0.113171 0.0451 0.0840 0.0061
H -3.848493 3.376111 -1.712943 0.0404 0.0394 -0.0120
H -4.239517 1.135484 -0.961096 -0.0137 -0.0805 0.0337
H -2.587690 0.965901 -0.337058 -0.0585 -0.0932 0.0296
H -4.380738 -0.226648 -3.011253 -0.0457 0.0746 0.1721
H -2.814860 -0.555780 -3.746803 -0.1120 -0.0319 0.0270
H -5.021039 -1.193148 -0.956332 -0.0077 0.0064 -0.0086
H -4.810328 -3.057411 0.612419 0.0351 -0.0496 0.0414
H -2.725919 -4.427471 0.639584 0.0685 -0.0353 -0.0161
H 2.633002 -2.155358 -2.751949 0.0720 0.0393 -0.1146
H 1.526304 -0.955002 -3.456548 0.0066 -0.1401 -0.1214
H 2.530452 0.464471 -1.957688 0.0104 0.0011 -0.0670
H 1.314678 -0.208747 -0.881325 -0.0023 0.2367 -0.0368
H 2.875389 -1.462266 0.331664 -0.0817 -0.1038 -0.0530
H 3.952136 -1.625351 -1.042461 0.0371 -0.0665 0.0765
H 5.081900 0.320093 -0.543980 -0.0513 0.0891 -0.1146
H 3.610361 1.173474 -0.122973 0.0129 0.0248 -0.0222
H 5.601565 0.046592 1.658832 0.0067 -0.0823 -0.0159
H 4.062296 -0.755612 1.952042 0.1168 -0.0674 0.0861
H 4.285895 2.255378 1.771562 0.1282 0.0852 0.1328
H 4.567448 1.426426 3.292669 -0.0040 -0.1276 0.0470
H 2.017802 1.771251 1.711430 -0.0983 -0.1384 -0.0079
H 2.172330 0.305060 2.665046 -0.0166 -0.0357 0.0638
H 2.601962 1.657934 4.682778 0.0149 0.0650 0.0201
H 2.460569 3.139356 3.757925 0.0247 0.0430 0.0426
H 0.381584 2.174293 5.141458 -0.0290 0.0107 0.0135
H 0.210180 1.098225 3.774930 0.0463 -0.0475 0.0090
H -0.375693 4.031830 3.983906 0.0457 0.0442 -0.0053
H -1.207678 2.760779 3.090087 -0.0640 0.0582 0.0537
H 2.043153 4.607926 1.601564 -0.0119 -0.0107 -0.0376
H 1.339750 5.078769 3.151536 -0.0290 0.0433 0.0108
H 0.546171 5.563223 1.632429 -0.0032 0.0638 0.0162
H 1.652522 -3.664519 -0.853540 0.0086 -0.1098 -0.0616
N -3.886224 -4.333757 -3.765671 -0.2180 0.1007 -0.0688
O -3.447073 -3.310070 -4.340262 0.0908 -0.0051 0.0281
O -3.716785 -5.457966 -4.268004 0.0594 0.0146 0.0329
O -4.511521 -4.209256 -2.687275 0.0385 -0.0901 -0.0273
```
Positions in Å, forces in eV/Å.

Output
net charge = -1
electronic energy = -41259.2144 eV
frontier orbital gap = 6.39 eV
HOMO energy = -4.374 eV

=====

# 2
A gas-phase ion, C2H7N2O (charge +1), computed with ωB97M-V/def2-TZVPD.

Structure (XYZ):
```
12
Properties=species:S:1:pos:R:3:forces:R:3
N 0.157366 0.400898 -1.570595 -0.6383 0.0649 -0.4723
C -0.388348 0.551864 -0.204207 -0.1766 -1.1245 1.7104
C 0.379642 -0.604988 0.610011 -1.0367 2.7407 -0.6210
N -0.038139 -0.628650 1.867772 0.1055 -1.1994 1.6192
O 1.250391 -1.195260 0.024881 0.0316 -0.7577 0.2294
H -0.319964 1.003520 -2.244294 0.1654 -0.0591 -0.0693
H 1.171800 0.515749 -1.632668 0.0442 0.3387 0.3416
H 0.044974 -0.586099 -1.835041 -0.1351 0.1270 -0.0889
H -1.479092 0.372797 -0.126298 0.5619 -0.2228 -0.8108
H -0.293202 1.538889 0.267899 0.7221 -0.1552 -0.6161
H -0.725461 -0.036071 2.301909 -0.1842 0.4103 -0.7486
H 0.240035 -1.332644 2.540626 0.5401 -0.1628 -0.4736
```
Positions in Å, forces in eV/Å.

Output
net charge = +1
SMILES = NC(=O)C[NH3+]
electronic energy = -7208.7655 eV
frontier orbital gap = 11.45 eV
HOMO energy = -15.149 eV
energy relative to the best compared isomer or geometry (same formula, charge and spin) = 36.6 kJ/mol

=====

# 3
A molecular structure, C4H7NO, computed with ωB97M-V/def2-TZVPD.

Structure (XYZ):
```
13
Properties=species:S:1:pos:R:3:forces:R:3
O 1.095786 0.909936 2.802873 -0.2332 -0.3001 -0.7090
C 1.048138 0.618813 1.624005 0.2364 -0.0554 -0.0151
C 0.307194 -0.503186 1.022641 0.5037 -0.7235 -0.7325
N 0.150106 -0.476035 -0.474242 -0.1623 0.3556 -0.9317
C -0.263445 0.613821 -1.287640 -0.2932 0.6033 -0.2450
C -1.105764 -0.610409 -1.125255 -0.4922 0.0219 -0.1956
H 1.656589 1.171369 0.875104 0.0171 0.1223 0.1237
H -0.556402 -0.888943 1.590034 0.5165 0.0248 -0.4094
H 1.007506 -1.191232 0.314662 0.4927 -0.5541 3.2463
H 0.335542 0.740368 -2.185623 -0.2091 0.1628 0.1002
H -0.551312 1.511520 -0.754451 -0.2121 0.1233 -0.1732
H -1.984927 -0.535251 -0.491355 -0.0269 0.0600 -0.1359
H -1.139010 -1.360770 -1.910752 -0.1374 0.1591 0.0771
```
Positions in Å, forces in eV/Å.

Output
electronic energy = -7794.7357 eV
frontier orbital gap = 9.63 eV
HOMO energy = -8.662 eV
energy relative to the best compared isomer or geometry (same formula, charge and spin) = 473.6 kJ/mol